The following is a quantum chemistry calculation of a cluster of 3 separate species, C23H48BN5O6P3S in total, from OMol25.

total energy = -83732.93423 eV
LUMO level = -0.1367 Ha
charge = +1
gap between HOMO and LUMO = 8.357 eV

Last column: Mulliken charge in e.
CARTESIAN COORDINATES (ANGSTROEM)
C  -0.3577  1.0385  -2.5415  -0.19
H  -1.4467  4.8006  1.6593  0.33
N  -0.6312  2.5341  0.4353  0.23
H  1.7035  3.6976  3.5885  0.28
H  -2.5822  -4.9592  5.5013  0.22
H  -4.4352  -3.9445  7.7199  0.41
P  -2.0665  2.4319  2.7108  0.11
H  -1.2008  0.6977  -1.8769  0.27
O  1.0633  1.4619  3.3675  -0.41
H  3.0670  -0.5327  -10.3617  0.37
O  -1.8025  1.2257  3.8603  -0.31
C  -4.7104  -5.0194  5.1718  -1.17
H  -3.2755  4.5176  3.0604  0.40
H  -2.0261  4.3348  4.3850  0.35
C  3.0956  -1.1724  -6.3152  -0.13
C  0.7982  4.6159  -1.2837  0.50
H  1.9130  0.5405  -6.8489  0.35
H  -5.6351  -5.1144  5.7455  0.30
H  -0.7937  -3.2151  6.7355  0.37
H  1.0344  -0.2587  -8.9920  0.39
C  0.9539  2.3143  2.2053  1.15
H  4.0432  -0.7621  -6.6736  0.30
H  -2.3350  0.4550  3.5909  0.27
H  3.1206  -1.7056  2.3861  0.36
C  3.3751  1.2315  -9.1878  -1.16
H  -4.6508  -5.8694  4.4882  0.38
C  -3.4987  -4.9994  6.0967  -0.32
C  3.1190  -2.6921  -6.4290  -1.26
H  -3.5380  -1.7130  7.2987  0.40
H  -0.8332  1.8109  -3.2194  0.34
O  0.7292  -2.6367  0.8435  -0.72
C  1.6159  1.8555  0.8405  -1.66
H  2.7378  3.4199  2.2697  0.26
C  -3.5345  -3.8499  7.1052  -0.79
H  -2.6908  -3.9584  7.7932  0.29
H  -0.9597  -1.5010  7.1472  0.32
B  0.7929  1.8006  -1.7495  0.12
C  -2.3142  -2.1589  5.5881  0.70
H  1.0398  0.1751  -4.0571  0.12
H  4.2652  1.5313  -9.7448  0.37
P  1.0549  -1.4340  1.6740  1.07
N  -0.5327  4.4582  1.9869  -0.37
H  3.5162  1.5423  -8.1505  0.26
H  2.2009  -3.1261  -6.0251  0.29
H  -3.8575  2.8483  -1.3404  0.43
N  1.3891  3.8336  -0.5194  -0.65
H  2.4377  1.0064  -2.3734  0.34
H  4.0499  -0.8002  -8.9385  0.24
P  1.7089  0.0674  0.2494  -0.39
C  -1.8505  2.8761  -0.2513  -0.70
H  -4.4332  -2.2894  5.9143  0.33
H  -4.7735  -4.1130  4.5655  0.26
C  2.3228  1.0687  3.5809  0.56
O  2.2394  -1.9444  2.7332  -0.54
H  -3.4646  -5.9430  6.6486  0.38
H  2.5216  1.7767  -9.5975  0.29
H  -0.6723  -0.2917  -4.2357  0.39
H  -2.2963  -2.8493  4.7366  0.21
H  1.7739  -1.8264  -8.7808  0.35
C  1.9117  -0.7614  -8.5714  -0.89
H  -3.6191  3.3562  4.3770  0.38
H  -0.7714  1.5134  0.6089  0.58
N  1.7791  3.5041  2.5923  -0.52
H  0.9839  -0.9261  -6.6436  0.29
C  -3.5151  -2.4493  6.4884  -0.83
H  3.2271  -3.0189  -7.4645  0.29
H  3.0248  -0.9023  -5.2554  0.12
H  3.9603  -3.1015  -5.8648  0.40
H  0.1414  4.9405  1.3868  0.32
N  3.4745  0.9987  3.7106  -0.51
C  1.9200  -0.5347  -7.0577  -0.46
C  3.1626  -0.2735  -9.3032  -0.41
H  -2.4320  -1.1537  5.1664  -0.44
H  0.2773  -1.0462  -2.8585  0.31
H  2.6076  2.2767  0.5465  0.80
H  3.1198  -0.1864  0.1420  0.09
H  -0.1598  -1.9836  5.6472  0.24
C  -0.9823  -2.2213  6.3269  -1.21
O  2.0609  1.9085  -2.3893  -0.47
S  -0.3161  5.4966  -2.0228  -0.20
C  -2.7927  3.8055  3.7773  -1.12
O  -0.3074  -1.0434  2.5014  -0.28
C  0.1388  -0.1319  -3.4782  -1.13
C  0.6712  2.5286  -0.2990  0.91
H  -0.7630  -1.8946  2.6814  0.29
C  -2.9012  3.0355  -0.8247  0.03
C  -0.4465  3.0204  1.8969  -0.49